Record 1
{
  "formula": "C10H8NOS",
  "method": "ωB97M-V with the def2-TZVPD basis set",
  "spin_multiplicity": 1,
  "total_charge": 1,
  "e_lumo_ev": -4.94,
  "homo_lumo_gap_ev": 8.07,
  "species": ["C", "C", "C", "C", "C", "C", "C", "C", "C", "C", "N", "O", "S", "H", "H", "H", "H", "H", "H", "H", "H"],
  "positions_angstrom": [[2.259968, 1.509003, 0.076675], [1.529618, 0.762469, 0.983926], [1.905554, 1.611473, -1.258222], [0.309531, 0.197938, 0.602985], [0.735397, 1.007308, -1.697434], [-2.469088, -1.394224, 0.585149], [-2.642385, -2.516346, 1.334025], [-2.170984, -2.885900, -1.091231], [0.041926, 0.371145, -0.708648], [-1.829079, -0.549982, -1.589508], [-2.266877, -1.613641, -0.741449], [-2.281201, -0.084735, -2.582146], [-2.514454, -3.878415, 0.260488], [3.275818, 1.814349, 0.194880], [1.743028, 0.438158, 1.970836], [2.627705, 2.055864, -1.836312], [-0.228124, -0.469216, 1.225934], [0.447078, 0.850472, -2.823705], [-2.494359, -0.460766, 0.855443], [-2.981962, -2.615353, 2.287498], [-2.222428, -3.397345, -2.046368]],
  "forces_ev_per_a": [[0.51, -0.74, -0.13], [-1.01, -0.29, -0.07], [-1.67, -1.06, 1.43], [0.88, 0.35, -0.97], [-0.44, -0.57, -2.39], [-0.20, -4.54, -0.32], [0.56, 0.03, -4.22], [-1.66, -1.69, 1.60], [-3.78, -1.53, -2.31], [3.80, 4.30, -0.21], [0.01, -1.35, -0.94], [-0.05, -1.70, 1.36], [0.41, 0.67, -0.02], [0.37, 0.39, 1.12], [1.19, 0.56, 0.84], [1.11, 1.01, -1.89], [-0.39, -0.24, 0.64], [0.50, 0.73, 2.41], [-0.21, 5.02, 1.78], [-0.51, -0.19, 2.59], [0.58, 0.84, -0.31]]
}


Record 2
{
  "formula": "C11H14BrNO",
  "method": "ωB97M-V with the def2-TZVPD basis set",
  "spin_multiplicity": 3,
  "total_charge": 0,
  "s2": 2.010,
  "e_lumo_ev": [0.99, -0.70],
  "homo_lumo_gap_ev": [7.98, 8.15],
  "species": ["C", "C", "C", "C", "C", "C", "C", "C", "C", "C", "C", "N", "O", "Br", "H", "H", "H", "H", "H", "H", "H", "H", "H", "H", "H", "H", "H", "H"],
  "positions_angstrom": [[0.265815, 2.775085, -3.384482], [1.255162, 2.073062, -2.715000], [-1.064466, 2.428394, -3.211602], [0.925572, 1.030756, -1.870683], [-1.409217, 1.385005, -2.375070], [-0.410768, 0.688642, -1.699166], [0.034371, -1.842383, 2.934603], [0.418378, -2.588020, 1.658078], [0.494057, -0.383608, 2.946118], [-0.348797, -2.139376, 0.416274], [-0.244137, 0.440554, 1.960063], [0.116923, -0.869234, -0.054754], [-0.830867, -0.343370, -0.906835], [0.435829, 2.130699, 1.540006], [0.530531, 3.590408, -4.040967], [2.293061, 2.337132, -2.851938], [-1.839343, 2.975298, -3.727701], [1.680045, 0.478919, -1.332425], [-2.438319, 1.094682, -2.231692], [-1.048904, -1.885743, 3.073578], [0.498066, -2.351996, 3.782074], [1.486618, -2.464655, 1.471168], [0.218393, -3.651350, 1.805773], [0.339880, 0.028955, 3.955433], [1.565590, -0.330895, 2.736952], [-0.170106, -2.863894, -0.394489], [-1.432262, -2.130523, 0.605479], [-1.321103, 0.387457, 1.911203]],
  "forces_ev_per_a": [[0.09, 0.11, -0.08], [-0.11, 0.11, -0.09], [0.02, 0.01, 0.00], [-0.12, -0.37, 0.30], [0.09, -0.30, 0.27], [0.37, 0.68, -0.41], [0.26, 0.04, -0.08], [-0.24, 0.20, -0.03], [-0.06, -0.05, -0.08], [-0.32, -0.31, -0.21], [-0.25, 0.96, 1.29], [0.35, 0.09, -1.45], [-0.01, -1.11, 0.77], [-0.03, -0.03, -0.03], [0.02, 0.06, -0.05], [0.09, 0.02, 0.00], [-0.06, 0.03, -0.05], [0.05, -0.01, 0.00], [-0.12, -0.02, 0.03], [-0.04, -0.04, 0.07], [-0.10, -0.01, 0.05], [0.07, -0.09, 0.00], [0.08, -0.01, -0.09], [0.09, -0.01, -0.05], [0.03, 0.01, 0.05], [-0.13, 0.00, 0.06], [0.06, 0.05, -0.04], [-0.09, -0.01, -0.16]]
}


Record 3
{
  "formula": "C48H35GaN10OS",
  "method": "ωB97M-V with the def2-TZVPD basis set",
  "spin_multiplicity": 1,
  "total_charge": 0,
  "e_lumo_ev": [-1.57, -1.57],
  "homo_lumo_gap_ev": [5.01, 4.99],
  "species": ["Ga", "C", "C", "C", "C", "C", "N", "C", "N", "C", "C", "C", "C", "C", "C", "C", "C", "N", "C", "N", "C", "N", "C", "N", "C", "N", "C", "C", "C", "C", "C", "C", "C", "C", "C", "C", "C", "C", "N", "C", "C", "H", "H", "H", "H", "H", "H", "H", "H", "H", "H", "H", "H", "H", "H", "H", "H", "S", "C", "C", "C", "C", "C", "C", "H", "H", "H", "H", "H", "C", "C", "N", "C", "C", "C", "O", "C", "C", "C", "C", "N", "C", "H", "H", "H", "H", "H", "H", "H", "H", "H", "H", "H", "H", "H", "H"],
  "positions_angstrom": [[-0.413595, -0.521445, -2.121236], [-1.608991, 5.262626, -4.989407], [-2.169055, 4.473369, -6.002105], [-2.075252, 3.091782, -5.972540], [-1.410545, 2.524212, -4.895148], [-1.154671, 1.135481, -4.526143], [-0.487150, 1.101803, -3.330126], [-0.285458, 2.388209, -2.913285], [0.335541, 2.801830, -1.836639], [0.866318, 1.959547, -0.962250], [1.634732, 2.406161, 0.186281], [1.952618, 3.674352, 0.659878], [2.719610, 3.747053, 1.808180], [3.167091, 2.587096, 2.460665], [2.854514, 1.325781, 1.987188], [2.071184, 1.257540, 0.840243], [1.542511, 0.134097, 0.092428], [1.764723, -1.118274, 0.428523], [1.340487, -2.138799, -0.283048], [0.621064, -2.112093, -1.448093], [0.454261, -3.398221, -1.882441], [-0.123756, -3.803410, -2.991291], [-0.615140, -2.967251, -3.887223], [-0.660823, -1.600477, -3.821546], [-1.261164, -1.136459, -4.951281], [-1.518169, 0.125337, -5.275481], [-1.609356, -2.252420, -5.808661], [-2.217632, -2.316885, -7.057900], [-2.407511, -3.570327, -7.607076], [-1.999250, -4.731550, -6.932072], [-1.391005, -4.666766, -5.693077], [-1.202978, -3.405003, -5.139221], [1.070881, -4.308718, -0.929393], [1.176946, -5.694451, -0.894444], [1.852416, -6.253021, 0.174757], [2.418087, -5.452820, 1.180028], [2.319266, -4.074624, 1.140475], [1.630139, -3.516680, 0.069380], [0.825064, 0.599635, -0.982974], [-0.858032, 3.307540, -3.890806], [-0.942129, 4.690951, -3.918878], [-1.704912, 6.339157, -5.047371], [-2.684983, 4.956623, -6.821698], [-2.504964, 2.473640, -6.749070], [1.606396, 4.560648, 0.145498], [2.985614, 4.715431, 2.212367], [3.770923, 2.677705, 3.354897], [3.190938, 0.433969, 2.500371], [-2.527897, -1.416339, -7.570085], [-2.880383, -3.664296, -8.576000], [-2.167262, -5.695001, -7.395683], [-1.072980, -5.555993, -5.166101], [0.743099, -6.303668, -1.675709], [1.952473, -7.328646, 0.240802], [2.944777, -5.929066, 1.996943], [2.756262, -3.444239, 1.904129], [-0.514452, 5.288143, -3.125057], [-2.435468, -0.630479, -1.119420], [-2.772350, 1.122263, -1.056070], [-2.361774, 1.878372, 0.038782], [-2.609347, 3.244319, 0.066950], [-3.268406, 3.862873, -0.985802], [-3.692146, 3.106667, -2.070321], [-3.448447, 1.741523, -2.105266], [-1.845665, 1.388914, 0.856170], [-2.278662, 3.827891, 0.917628], [-3.452866, 4.929528, -0.962971], [-4.202723, 3.582298, -2.899066], [-3.771760, 1.146410, -2.951002], [3.270290, 0.285129, 7.882909], [2.650806, 1.290466, 6.920770], [1.551738, 0.748527, 6.122672], [0.192087, 1.075800, 6.534422], [-0.174726, 0.509743, 7.899359], [1.884781, -0.068365, 5.092810], [3.044793, -0.405930, 4.886500], [0.810403, -0.555795, 4.165475], [0.653257, -1.917487, 3.940227], [-0.262094, -2.333152, 2.987734], [-0.949825, -1.370383, 2.262613], [-0.786590, -0.062692, 2.451453], [0.062266, 0.325003, 3.394669], [4.079922, 0.756663, 8.441930], [3.681061, -0.556122, 7.328544], [2.536759, -0.088687, 8.597024], [3.416328, 1.653084, 6.233863], [2.253920, 2.149814, 7.464732], [-0.499747, 0.696985, 5.788686], [0.090036, 2.165429, 6.542562], [-0.080192, -0.577006, 7.902863], [-1.206362, 0.766740, 8.141748], [0.462698, 0.912014, 8.686918], [1.249842, -2.628556, 4.498470], [-0.423996, -3.383076, 2.783432], [-1.646709, -1.648817, 1.480310], [0.180431, 1.397315, 3.525217]],
  "forces_ev_per_a": [[0.06, 0.07, -0.12], [0.01, 0.01, 0.01], [0.00, -0.01, -0.01], [0.01, 0.01, 0.00], [0.01, -0.01, -0.01], [0.00, 0.00, -0.01], [-0.03, -0.05, 0.06], [0.02, 0.02, -0.05], [0.00, -0.02, 0.01], [0.01, 0.02, -0.02], [-0.02, 0.00, 0.00], [-0.01, -0.01, 0.00], [0.00, 0.01, 0.00], [0.00, -0.03, 0.01], [0.02, 0.01, 0.01], [0.01, -0.01, 0.01], [-0.02, 0.03, -0.07], [0.00, -0.05, 0.03], [0.00, 0.05, -0.01], [0.00, 0.02, 0.03], [0.00, 0.00, -0.03], [0.01, -0.01, 0.04], [-0.02, 0.04, -0.06], [0.01, -0.06, 0.05], [-0.02, 0.04, -0.03], [0.01, -0.02, 0.03], [0.00, 0.00, -0.01], [0.00, 0.00, 0.01], [0.00, 0.01, -0.01], [0.00, -0.01, 0.00], [0.00, 0.01, 0.00], [0.00, -0.01, 0.01], [0.01, -0.02, 0.03], [-0.01, 0.01, 0.00], [0.00, 0.00, 0.01], [0.00, -0.01, -0.01], [0.00, 0.03, 0.00], [0.01, -0.04, 0.00], [0.00, 0.00, 0.11], [-0.01, 0.01, 0.01], [0.00, 0.00, -0.01], [0.00, 0.00, 0.00], [0.00, 0.00, 0.00], [0.00, 0.00, 0.00], [0.00, 0.00, 0.00], [0.00, 0.00, 0.00], [0.00, 0.03, 0.00], [-0.01, -0.01, -0.02], [0.00, 0.00, 0.00], [0.00, 0.00, 0.00], [0.00, 0.00, 0.00], [0.00, 0.00, 0.00], [0.00, 0.00, 0.00], [0.00, 0.00, 0.00], [0.00, 0.00, 0.00], [0.00, 0.00, 0.00], [0.00, 0.00, 0.00], [-0.04, -0.02, 0.00], [0.02, 0.00, 0.01], [-0.01, 0.00, -0.02], [0.00, 0.00, 0.01], [0.00, 0.00, 0.00], [0.00, 0.00, 0.00], [-0.02, 0.01, 0.01], [0.00, 0.00, 0.03], [0.00, 0.00, 0.00], [0.00, 0.00, 0.00], [0.00, -0.01, 0.00], [0.00, 0.00, 0.00], [0.00, 0.00, 0.00], [-0.01, -0.02, 0.02], [0.01, 0.02, -0.03], [0.01, 0.03, -0.01], [0.01, 0.00, 0.00], [-0.02, -0.08, 0.05], [0.01, 0.03, -0.02], [0.01, -0.04, -0.02], [-0.03, 0.04, -0.04], [0.04, 0.01, 0.04], [0.01, -0.02, 0.02], [-0.09, 0.03, -0.02], [0.06, 0.01, 0.00], [0.00, 0.00, 0.00], [0.00, 0.00, 0.00], [0.00, 0.00, 0.00], [0.00, -0.01, 0.00], [0.00, 0.01, -0.01], [0.00, -0.02, -0.01], [-0.01, 0.00, 0.00], [0.00, 0.00, 0.00], [0.00, 0.00, -0.01], [-0.01, 0.00, 0.00], [0.00, 0.00, 0.00], [0.01, 0.00, 0.01], [-0.02, -0.01, -0.01], [0.00, 0.00, 0.00]]
}


Record 4
{
  "formula": "C30H35F4N10O2RbSe",
  "method": "ωB97M-V with the def2-TZVPD basis set",
  "spin_multiplicity": 1,
  "total_charge": 0,
  "e_lumo_ev": -0.73,
  "homo_lumo_gap_ev": 5.42,
  "species": ["Rb", "C", "C", "N", "C", "C", "C", "C", "N", "C", "C", "F", "C", "F", "C", "C", "F", "C", "F", "H", "H", "H", "H", "H", "H", "H", "H", "H", "H", "H", "H", "H", "H", "H", "Se", "N", "C", "C", "C", "C", "C", "N", "C", "C", "N", "C", "C", "C", "C", "C", "N", "H", "H", "H", "H", "H", "H", "N", "C", "C", "C", "C", "N", "C", "N", "N", "C", "O", "O", "H", "H", "H", "H", "H", "H", "H", "H", "H", "H", "H", "H", "H", "H"],
  "positions_angstrom": [[0.011546, 0.352670, -0.572663], [-0.367519, 1.606714, -4.255838], [-1.654480, 1.853902, -3.478504], [-1.457446, 2.451273, -2.156533], [-0.707681, 3.702813, -2.222756], [-0.211956, 4.177275, -0.858631], [-2.749321, 2.670327, -1.500341], [-3.536461, 1.415180, -1.123866], [-2.731774, 0.556289, -0.283202], [-3.249679, -0.512164, 0.288913], [-2.398893, -1.377216, 1.055566], [-1.068542, -1.073820, 1.140715], [-2.820164, -2.512964, 1.693360], [-1.884049, -3.255284, 2.349284], [-4.132810, -2.951109, 1.663139], [-4.993865, -2.146424, 0.931225], [-6.291956, -2.500782, 0.850203], [-4.596040, -1.004798, 0.275902], [-5.548116, -0.327067, -0.415236], [-0.551803, 0.885429, -5.050748], [0.402397, 1.174992, -3.614899], [0.025410, 2.515998, -4.711162], [-2.150920, 0.894962, -3.324191], [-2.333591, 2.479376, -4.085142], [-1.307913, 4.498192, -2.700241], [0.160718, 3.539613, -2.858529], [-0.990325, 4.666615, -0.272949], [0.599970, 4.894015, -0.988369], [0.162859, 3.334178, -0.273797], [-3.391001, 3.303548, -2.140671], [-2.561073, 3.230126, -0.583043], [-3.879787, 0.904983, -2.034121], [-4.448376, 1.776543, -0.630272], [-4.467672, -3.835127, 2.180531], [2.529597, 3.746384, 7.304112], [3.316783, 2.615378, 6.178247], [2.481347, 2.407586, 5.195954], [2.770817, 1.539375, 4.059734], [3.967345, 0.833111, 3.956815], [4.181310, 0.046683, 2.848081], [3.189934, 0.006863, 1.869082], [2.046711, 0.663567, 1.952311], [1.822654, 1.415217, 3.036908], [0.516807, 2.110834, 3.132263], [-0.358293, 1.899436, 2.146594], [-1.553067, 2.460580, 2.226458], [-1.935752, 3.296019, 3.277488], [-1.033104, 3.537427, 4.286475], [0.220516, 2.928093, 4.228045], [1.219550, 3.104166, 5.274905], [1.051652, 3.868598, 6.320961], [4.701296, 0.921070, 4.746803], [5.094336, -0.519400, 2.726889], [3.337559, -0.575032, 0.964265], [-2.235422, 2.207268, 1.420575], [-2.924779, 3.732715, 3.291479], [-1.270379, 4.174883, 5.127996], [2.921761, -0.181730, -2.104033], [2.497178, -1.578169, -1.960521], [3.390481, -2.610701, -2.666215], [2.733684, -3.963876, -2.955319], [2.437534, -4.890625, -1.767570], [1.545086, -4.430739, -0.700154], [0.222780, -4.305252, -0.787509], [-0.401403, -4.565410, -1.950592], [-0.508618, -4.126826, 0.317396], [1.056451, -1.656184, -2.507863], [0.916145, -1.483532, -3.727837], [0.158199, -1.903423, -1.660648], [2.763028, 0.090446, -3.071102], [3.915995, -0.084271, -1.925410], [2.469753, -1.802952, -0.888609], [4.304689, -2.767598, -2.080973], [3.692340, -2.180423, -3.623615], [3.408178, -4.541706, -3.593514], [1.841899, -3.776665, -3.555460], [3.374930, -5.135019, -1.266362], [2.028940, -5.830009, -2.145437], [1.966268, -3.984901, 0.097315], [0.052325, -4.203998, -2.777171], [-1.393874, -4.385974, -1.951579], [-0.032391, -3.887209, 1.175808], [-1.378453, -3.622356, 0.211427]],
  "forces_ev_per_a": [[0.73, 1.73, 0.00], [-0.04, 0.02, 0.03], [0.03, -0.01, 0.01], [-0.11, 0.10, -0.05], [0.00, -0.02, 0.04], [-0.05, -0.01, -0.04], [0.02, -0.06, 0.02], [0.01, 0.01, -0.03], [-0.15, -0.08, 0.16], [-0.07, 0.08, -0.10], [0.02, -0.09, -0.02], [-0.49, -0.45, 0.67], [-0.13, 0.03, -0.03], [-0.13, 0.10, 0.35], [-0.01, -0.03, 0.01], [-0.01, 0.00, -0.02], [0.03, 0.01, 0.00], [-0.01, -0.01, 0.00], [0.02, -0.02, 0.02], [0.01, 0.00, 0.00], [0.01, -0.03, -0.01], [0.01, 0.00, 0.00], [-0.03, 0.02, -0.01], [-0.03, -0.03, 0.00], [0.02, 0.00, -0.03], [0.00, -0.01, 0.00], [-0.01, -0.02, 0.01], [-0.01, 0.02, 0.02], [0.03, 0.06, 0.00], [0.01, 0.02, 0.02], [0.00, 0.00, 0.00], [0.00, 0.00, 0.01], [0.00, 0.01, -0.01], [0.00, -0.01, 0.00], [0.02, 0.04, 0.07], [0.03, -0.09, -0.10], [0.04, 0.04, 0.07], [0.00, -0.01, -0.02], [0.00, 0.02, 0.02], [0.00, -0.01, -0.01], [0.05, 0.05, 0.00], [-0.04, -0.04, -0.04], [0.01, 0.00, 0.00], [-0.01, 0.03, -0.01], [0.00, -0.06, -0.04], [-0.03, 0.01, 0.03], [0.01, 0.00, -0.01], [0.01, 0.00, 0.03], [0.01, -0.02, -0.03], [0.00, 0.05, 0.06], [-0.09, -0.03, -0.09], [0.00, 0.00, 0.00], [0.01, 0.00, -0.01], [-0.01, -0.01, -0.01], [-0.01, 0.00, -0.01], [0.00, 0.00, -0.01], [-0.01, 0.00, 0.00], [0.10, -0.13, -0.07], [0.04, -0.05, 0.07], [0.05, 0.00, 0.05], [-0.04, 0.07, 0.13], [0.07, -0.02, -0.07], [0.04, 0.33, -0.09], [-0.19, -0.31, -0.23], [0.09, -0.17, 0.17], [0.34, 0.28, -0.22], [-0.01, -0.33, -0.17], [0.12, 0.06, 0.01], [0.00, -0.80, -0.31], [0.00, -0.02, 0.00], [-0.01, 0.03, 0.01], [-0.09, 0.02, 0.01], [0.04, 0.06, -0.01], [-0.03, -0.03, -0.01], [-0.04, -0.01, -0.01], [-0.02, -0.05, -0.04], [0.00, -0.01, 0.00], [-0.01, 0.01, 0.00], [0.03, -0.05, 0.01], [-0.01, 0.02, 0.02], [-0.01, 0.01, 0.01], [-0.09, -0.12, -0.10], [-0.06, -0.02, -0.09]]
}